1.
Entry from OMol25: an isolated molecule of C3H5NOS (the ωB97M-V functional and the def2-TZVPD basis).

Computed properties:
**Electronic energy**: -17560.839 eV
**Gap between HOMO and LUMO**: 9.7 eV
**Energy above the lowest of the compared OMol25 structures with the same formula, charge and spin**: 102.1 kcal/mol
**E_LUMO**: 0.025 hartree
**SMILES string**: S/N=C\[C@@H]1CO1

```
! RIJCOSX wB97M-V def2-TZVPD def2/J DEFGRID3
* xyz 0 1
S -2.419 -0.470 -0.203
N -1.577 0.943 0.127
C -0.289 0.878 0.059
C 0.433 -0.106 -0.349
C 1.475 -0.725 0.384
O 1.837 0.263 -0.590
H -3.509 0.239 0.029
H 0.497 1.804 0.036
H 0.150 -0.749 -1.240
H 1.825 -1.684 0.296
H 1.578 -0.391 1.451
*
```

Here are the Mulliken charges for atoms 1 to 6, given in e: -0.15, -0.46, 0.04, 0.13, -0.38, -0.44

---

2.
Entry from OMol25: a cluster of 2 separate species, C2H8OS2 in total (the ωB97M-V functional and the def2-TZVPD basis).

Computed properties:
**Electronic energy**: -25921.400 eV
**Gap between HOMO and LUMO**: 9.7 eV
**Energy above the lowest of the compared OMol25 structures with the same formula, charge and spin**: 12.4 kcal/mol
**E_LUMO**: 0.022 hartree
**SMILES string**: CSSC.O

```
! RIJCOSX wB97M-V def2-TZVPD def2/J DEFGRID3
* xyz 0 1
C -0.485 2.383 -0.600
S 0.434 0.868 -0.628
S 1.031 0.369 1.221
C -0.262 -0.700 1.883
H -0.631 2.601 -1.661
H -1.502 2.345 -0.248
H -0.097 3.325 -0.205
H -0.680 -0.290 2.804
H -1.018 -1.026 1.189
H 0.223 -1.648 2.184
O -1.684 -3.685 -2.471
H -1.007 -3.441 -1.827
H -1.729 -2.992 -3.133
*
```

Here are the Mulliken charges for atoms 1 to 6, given in e: -0.82, -0.09, -0.07, -0.78, 0.26, 0.32

---

3.
Entry from OMol25: a cluster of 3 separate species, C12H27BBrN2O4 in total (the ωB97M-V functional and the def2-TZVPD basis).

Computed properties:
**Electronic energy**: -94771.731 eV
**Gap between HOMO and LUMO**: 5.0 eV
**E_LUMO**: 0.105 hartree

```
! RIJCOSX wB97M-V def2-TZVPD def2/J DEFGRID3
* xyz -1 1
C -0.601 -3.052 3.141
B -0.464 -2.478 1.657
O -0.779 -3.283 0.558
C 0.051 -1.054 1.487
Br 0.381 -0.729 -0.491
C -0.968 -0.037 2.002
C -2.344 0.038 1.290
C -3.538 -0.155 2.251
C -4.543 -1.263 1.909
O -3.965 -2.318 1.149
H 0.155 -3.798 3.376
H -1.584 -3.511 3.292
H -0.485 -2.237 3.848
H -1.287 -4.057 0.837
H -1.137 -0.287 3.048
H -0.537 0.965 2.010
H -2.388 -0.618 0.429
H -2.432 1.054 0.911
H -4.112 0.769 2.273
H -3.193 -0.326 3.266
H -4.907 -1.679 2.850
H -5.408 -0.830 1.400
H -4.461 -3.122 1.380
C -0.464 4.059 0.943
O -1.356 3.472 1.517
N -0.349 4.173 -0.394
C 0.746 4.890 -1.009
C -1.347 3.544 -1.243
H 0.356 4.563 1.486
H 0.366 5.718 -1.614
H 1.325 4.221 -1.648
H 1.402 5.292 -0.240
H -2.339 3.945 -1.027
H -1.363 2.468 -1.059
H -1.098 3.730 -2.284
C 4.998 -0.426 -3.955
O 4.711 0.755 -3.893
N 4.460 -1.398 -3.202
C 4.867 -2.778 -3.345
C 3.435 -1.068 -2.212
H 5.758 -0.807 -4.664
H 4.012 -3.397 -3.625
H 5.275 -3.151 -2.403
H 5.631 -2.864 -4.117
H 2.581 -0.606 -2.701
H 3.832 -0.360 -1.486
H 3.107 -1.965 -1.698
*
```

Here are the Mulliken charges for atoms 1 to 6, given in e: -1.07, 0.78, -0.67, -0.77, -0.41, -0.58

---

4.
Entry from OMol25: a cluster of 7 separate species, C34H82N5O7 in total (the ωB97M-V functional and the def2-TZVPD basis).

Computed properties:
**Electronic energy**: -58359.888 eV
**Gap between HOMO and LUMO**: 3.7 eV
**E_LUMO**: 0.071 hartree

```
! RIJCOSX wB97M-V def2-TZVPD def2/J DEFGRID3
* xyz -1 1
C -4.028 9.391 -29.325
C -3.975 7.958 -29.905
O -3.273 6.963 -29.206
H -4.607 10.184 -29.798
H -3.035 9.839 -29.297
H -4.616 9.310 -28.410
H -3.643 7.921 -30.942
H -5.020 7.680 -30.039
C -1.452 -1.087 -36.149
C -1.893 0.126 -35.277
C -3.437 0.243 -35.661
O -4.030 1.269 -34.965
C -3.714 2.616 -35.260
N -1.684 -0.076 -33.769
H -0.470 -1.443 -35.836
H -1.594 -1.070 -37.229
H -2.103 -1.920 -35.885
H -1.303 0.941 -35.698
H -3.954 -0.653 -35.318
H -3.655 0.244 -36.729
H -3.863 2.926 -36.294
H -2.726 2.999 -35.008
H -4.528 3.192 -34.820
H -0.692 -0.085 -33.962
H -1.860 -1.055 -33.591
C -7.984 2.394 -29.790
C -7.740 0.939 -29.614
C -8.859 0.066 -30.278
O -8.738 0.354 -31.720
C -9.904 0.197 -32.446
N -6.379 0.748 -30.294
H -7.224 2.971 -29.264
H -8.967 2.650 -29.395
H -7.869 2.625 -30.849
H -7.585 0.681 -28.566
H -9.801 0.490 -29.930
H -8.610 -0.946 -29.959
H -10.107 1.191 -32.843
H -10.774 -0.055 -31.839
H -9.734 -0.544 -33.228
H -6.334 -0.174 -30.702
H -6.633 1.156 -31.182
C -2.214 5.695 -23.143
C -2.804 4.298 -22.823
C -3.780 4.407 -21.667
O -3.293 5.110 -20.542
C -4.306 5.699 -19.707
N -3.526 3.800 -24.064
H -1.891 6.235 -22.253
H -2.931 6.455 -23.454
H -1.378 5.625 -23.840
H -2.089 3.600 -22.390
H -4.129 3.440 -21.305
H -4.588 5.073 -21.970
H -3.862 6.188 -18.840
H -5.151 5.044 -19.495
H -4.838 6.519 -20.190
H -3.979 4.482 -24.655
H -4.285 3.167 -23.859
C -1.284 17.902 -34.677
C -2.588 17.606 -33.833
C -2.097 16.793 -32.611
C -3.221 16.503 -31.647
C -3.784 17.774 -31.207
C -4.155 18.830 -32.312
N -3.125 18.878 -33.349
O -3.481 19.753 -34.470
C -5.521 18.393 -32.862
C -4.211 20.218 -31.588
C -3.570 16.806 -34.782
H -1.362 18.785 -35.311
H -1.005 17.109 -35.371
H -0.503 18.149 -33.958
H -1.669 15.829 -32.887
H -1.292 17.366 -32.150
H -2.876 15.906 -30.803
H -4.048 15.902 -32.024
H -3.048 18.174 -30.509
H -4.598 17.579 -30.508
H -5.481 17.303 -32.881
H -6.282 18.747 -32.167
H -5.772 18.841 -33.823
H -3.203 20.331 -31.189
H -4.297 21.093 -32.232
H -4.987 20.341 -30.832
H -4.084 17.451 -35.495
H -4.281 16.112 -34.335
H -3.003 16.272 -35.544
H -2.746 20.369 -34.520
C -9.454 14.248 -19.186
C -8.538 13.541 -20.248
C -9.370 12.590 -21.153
C -8.761 12.162 -22.499
C -8.141 13.341 -23.153
C -7.168 14.052 -22.235
N -7.822 14.543 -21.017
O -7.102 15.475 -20.346
C -5.929 13.141 -22.015
C -6.648 15.253 -22.991
C -7.684 12.580 -19.442
H -10.206 14.825 -19.723
H -9.000 15.006 -18.548
H -9.942 13.501 -18.559
H -9.762 11.634 -20.808
H -10.237 13.192 -21.423
H -9.431 11.823 -23.288
H -8.087 11.332 -22.287
H -8.815 14.071 -23.603
H -7.631 13.059 -24.074
H -5.966 12.083 -21.753
H -5.296 12.946 -22.881
H -5.335 13.539 -21.193
H -7.428 15.975 -23.234
H -5.930 15.895 -22.480
H -6.247 15.062 -23.986
H -8.193 12.001 -18.672
H -7.028 13.264 -18.904
H -7.042 11.858 -19.947
H -7.718 16.209 -20.302
C 1.236 13.571 -25.953
C 1.899 14.188 -24.648
O 3.326 13.754 -24.842
H 0.353 14.153 -26.219
H 1.100 12.496 -25.831
H 1.874 13.638 -26.834
H 1.491 13.791 -23.719
H 1.761 15.260 -24.787
H 3.910 14.303 -25.371
*
```

Here are the Mulliken charges for atoms 1 to 6, given in e: -0.94, -0.37, -0.90, 0.33, 0.25, 0.24

---

5.
Entry from OMol25: a cluster of 6 separate species, C23H59N5O6 in total (the ωB97M-V functional and the def2-TZVPD basis).

Computed properties:
**Electronic energy**: -44539.594 eV
**Gap between HOMO and LUMO**: 9.3 eV
**Energy above the lowest of the compared OMol25 structures with the same formula, charge and spin**: 79.1 kcal/mol
**E_LUMO**: 0.017 hartree
**SMILES string**: CCCCCC[C@]1(CC(N)(N)N)CC(=O)N[C@H]1CN.CCO.CCO.CCO.CCO.CCO

```
! RIJCOSX wB97M-V def2-TZVPD def2/J DEFGRID3
* xyz 0 1
C 3.151 -0.881 -1.011
C 4.335 0.207 -1.172
C 3.864 1.710 -0.890
C 2.660 2.200 -1.860
C 1.437 2.879 -1.029
C 0.174 1.902 -0.898
C -1.072 2.294 -1.837
C -2.157 1.164 -2.152
C -3.122 0.759 -0.927
N -3.200 -0.751 -0.941
N -4.524 1.249 -1.039
N -2.634 1.128 0.418
C -0.337 2.434 -3.291
C -0.142 3.948 -3.751
O 0.483 4.368 -4.753
N -0.865 4.700 -2.730
C -1.519 3.823 -1.684
C -3.059 4.231 -1.836
N -3.645 3.845 -3.181
H 2.462 -0.656 -0.135
H 2.492 -0.905 -1.957
H 3.630 -1.917 -0.931
H 5.093 -0.054 -0.344
H 4.864 0.072 -2.184
H 4.732 2.436 -1.107
H 3.594 1.798 0.210
H 2.335 1.275 -2.439
H 3.010 2.973 -2.619
H 1.191 3.930 -1.389
H 1.851 3.007 0.039
H 0.465 0.797 -1.003
H -0.196 2.006 0.191
H -1.588 0.213 -2.460
H -2.838 1.406 -3.042
H -3.777 -1.016 -1.754
H -3.785 -0.992 -0.119
H -4.710 2.071 -0.456
H -4.832 1.369 -2.009
H -1.843 0.557 0.727
H -2.470 2.134 0.527
H -1.096 2.060 -4.078
H 0.533 1.711 -3.500
H -1.497 5.306 -3.269
H -1.218 4.365 -0.718
H -3.089 5.383 -1.821
H -3.720 3.897 -0.975
H -4.404 3.169 -3.027
H -4.107 4.701 -3.531
C -1.416 5.159 3.184
C -1.627 5.284 1.689
O -2.949 4.877 1.344
H -1.577 4.129 3.509
H -0.404 5.463 3.462
H -2.132 5.781 3.729
H -0.925 4.646 1.150
H -1.479 6.317 1.357
H -3.560 5.453 1.820
C 2.845 -6.077 0.879
C 3.095 -4.604 0.628
O 3.107 -4.337 -0.770
H 3.617 -6.685 0.399
H 2.839 -6.294 1.949
H 1.886 -6.385 0.452
H 4.063 -4.306 1.037
H 2.318 -3.991 1.097
H 2.245 -4.594 -1.124
C 2.069 -7.213 5.934
C 3.161 -6.862 4.942
O 2.749 -5.778 4.118
H 1.149 -7.482 5.411
H 2.372 -8.049 6.569
H 1.836 -6.355 6.571
H 3.376 -7.715 4.294
H 4.083 -6.581 5.460
H 2.569 -5.025 4.696
C -4.720 1.466 4.292
C -4.086 2.365 5.335
O -4.148 3.725 4.918
H -4.211 1.575 3.331
H -4.673 0.418 4.599
H -5.767 1.739 4.131
H -3.035 2.104 5.477
H -4.599 2.269 6.298
H -5.079 3.952 4.804
C 3.045 -5.200 -5.143
C 3.106 -5.661 -3.700
O 1.902 -6.336 -3.349
H 2.194 -4.532 -5.297
H 3.961 -4.674 -5.424
H 2.908 -6.051 -5.816
H 3.220 -4.808 -3.031
H 3.949 -6.340 -3.541
H 1.810 -7.095 -3.938
*
```

Here are the Mulliken charges for atoms 1 to 6, given in e: -0.55, -0.64, -0.74, -0.35, -0.81, -0.60

---

6.
Entry from OMol25: a cluster of 8 separate species, C48H68F21NO18 in total (the ωB97M-V functional and the def2-TZVPD basis).

Computed properties:
**Electronic energy**: -146285.938 eV
**Gap between HOMO and LUMO**: 8.7 eV
**Energy above the lowest of the compared OMol25 structures with the same formula, charge and spin**: 180.2 kcal/mol
**E_LUMO**: 0.005 hartree
**SMILES string**: COCCCC[C@@](N)(CCCC(=O)O)COCCc1ccccc1C.CCOC(=O)C(F)(F)F.CCOC(=O)C(F)(F)F.CCOC(=O)C(F)(F)F.CCOC(=O)C(F)(F)F.CCOC(=O)C(F)(F)F.CCOC(=O)C(F)(F)F.CCOC(=O)C(F)(F)F

```
! RIJCOSX wB97M-V def2-TZVPD def2/J DEFGRID3
* xyz 0 1
C 2.616 -0.208 1.785
O 2.224 -1.097 0.691
C 2.724 -0.511 -0.565
C 1.647 0.519 -1.155
C 0.809 0.005 -2.420
C 0.491 -1.560 -2.472
C -0.823 -2.034 -1.676
N -2.001 -1.630 -2.552
C -0.752 -3.645 -1.616
C -1.928 -4.337 -0.780
C -1.578 -4.556 0.780
C -0.154 -5.215 1.047
O 0.843 -4.440 1.149
O 0.111 -6.619 1.148
C -1.054 -1.329 -0.262
O -2.445 -1.426 0.211
C -2.533 -0.796 1.519
C -3.983 -1.257 2.119
C -4.969 -1.312 0.835
C -5.374 -2.659 0.170
C -6.356 -2.671 -1.037
C -6.903 -1.319 -1.540
C -6.497 0.057 -0.932
C -5.513 0.024 0.269
C -5.091 1.450 0.889
H 2.640 0.900 1.459
H 1.861 -0.249 2.654
H 3.666 -0.557 2.111
H 3.651 0.101 -0.268
H 3.070 -1.305 -1.304
H 2.247 1.443 -1.513
H 1.008 0.905 -0.279
H -0.142 0.649 -2.543
H 1.447 0.246 -3.355
H 0.289 -1.813 -3.583
H 1.345 -2.248 -2.156
H -2.202 -0.650 -2.258
H -2.852 -2.142 -2.257
H 0.306 -3.938 -1.308
H -0.876 -3.999 -2.711
H -2.895 -3.713 -0.802
H -2.169 -5.361 -1.249
H -1.723 -3.595 1.400
H -2.364 -5.296 1.192
H 0.074 -6.800 2.123
H -0.831 -0.192 -0.260
H -0.384 -1.850 0.508
H -2.490 0.337 1.355
H -1.706 -1.120 2.238
H -3.841 -2.279 2.602
H -4.309 -0.458 2.862
H -4.957 -3.650 0.553
H -6.643 -3.675 -1.512
H -7.648 -1.298 -2.400
H -6.913 1.054 -1.328
H -5.986 2.126 1.105
H -4.365 1.359 1.762
H -4.500 1.981 0.046
C -6.617 4.814 6.821
C -6.605 3.719 5.772
O -6.065 4.205 4.533
C -4.720 4.271 4.461
O -3.977 3.957 5.354
C -4.282 4.756 3.082
F -4.986 5.828 2.660
F -4.444 3.801 2.134
F -2.981 5.118 3.040
H -7.150 5.693 6.452
H -7.099 4.465 7.737
H -5.603 5.137 7.067
H -7.629 3.400 5.564
H -6.056 2.837 6.114
C 3.440 -3.633 2.610
C 3.266 -3.145 4.034
O 3.941 -4.014 4.959
C 5.271 -3.835 5.076
O 5.901 -3.013 4.461
C 5.850 -4.787 6.119
F 5.396 -6.050 5.973
F 5.529 -4.409 7.375
F 7.192 -4.857 6.071
H 3.114 -4.672 2.518
H 2.864 -3.018 1.917
H 4.490 -3.602 2.307
H 2.206 -3.165 4.300
H 3.607 -2.113 4.153
C -2.428 5.111 -0.290
C -2.418 4.014 -1.337
O -1.879 4.496 -2.579
C -0.534 4.559 -2.653
O 0.209 4.247 -1.759
C -0.097 5.039 -4.034
F -0.800 6.112 -4.456
F -0.261 4.085 -4.973
F 1.200 5.397 -4.075
H -2.961 5.991 -0.660
H -2.907 4.766 0.625
H -1.413 5.434 -0.047
H -3.443 3.695 -1.542
H -1.869 3.132 -0.994
C 1.942 6.553 -7.361
C 1.889 7.722 -6.396
O 3.185 8.325 -6.255
C 3.554 9.170 -7.239
O 2.874 9.430 -8.199
C 4.924 9.772 -6.942
F 5.819 8.845 -6.542
F 4.863 10.695 -5.958
F 5.464 10.387 -8.009
H 2.703 5.834 -7.050
H 0.975 6.048 -7.407
H 2.207 6.883 -8.367
H 1.598 7.366 -5.406
H 1.148 8.465 -6.701
C 7.082 -6.404 -0.027
C 8.224 -5.407 -0.039
O 8.075 -4.468 -1.116
C 7.210 -3.457 -0.897
O 6.578 -3.316 0.117
C 7.181 -2.509 -2.093
F 7.096 -3.164 -3.269
F 8.295 -1.750 -2.157
F 6.139 -1.658 -2.056
H 6.994 -6.898 -0.998
H 7.239 -7.157 0.739
H 6.127 -5.909 0.166
H 9.167 -5.933 -0.209
H 8.315 -4.886 0.918
C -7.500 6.882 -3.998
C -6.056 7.036 -3.563
O -5.942 7.996 -2.501
C -6.251 7.550 -1.266
O -6.612 6.422 -1.028
C -6.043 8.650 -0.228
F -6.564 9.832 -0.615
F -4.734 8.875 0.014
F -6.603 8.363 0.964
H -7.925 7.852 -4.266
H -7.575 6.212 -4.856
H -8.115 6.478 -3.190
H -5.462 7.419 -4.396
H -5.617 6.079 -3.269
C 4.312 -9.625 5.240
C 4.309 -10.725 4.196
O 4.842 -10.248 2.950
C 6.186 -10.190 2.866
O 6.934 -10.503 3.756
C 6.616 -9.713 1.482
F 5.912 -8.638 1.065
F 6.443 -10.668 0.545
F 7.914 -9.361 1.432
H 3.780 -8.745 4.871
H 3.837 -9.967 6.161
H 5.330 -9.306 5.475
H 3.282 -11.040 3.998
H 4.857 -11.608 4.537
*
```

Here are the Mulliken charges for atoms 1 to 6, given in e: -0.82, -0.13, -0.67, -0.34, -0.72, -0.97